2 unconnected molecules or ions with the total composition C3H9NO2 in a non-equilibrium geometry, computed with ωB97M-V/def2-TZVPD.

```
15
Properties=species:S:1:pos:R:3:forces:R:3:nbo_charge:R:1
O -0.2265 -0.0051 3.1139 0.2 0.1 -0.1 -0.937
O 1.1403 -0.6491 -2.3295 -0.1 0.1 0.3 -0.515
N -0.4131 0.4522 0.1041 2.3 0.6 0.0 -0.630
C 0.5084 -0.7337 0.0383 -0.8 0.8 0.2 -0.363
C 1.0251 -1.2286 -1.2814 0.0 -0.2 0.0 0.431
C -0.8924 1.0864 -1.1470 -1.2 -0.8 0.0 -0.425
H 0.0451 -1.5388 0.6116 -0.1 -0.4 -0.5 0.225
H 1.3546 -2.2650 -1.1880 0.3 -0.6 -0.1 0.105
H 0.0792 0.1360 2.2101 -0.2 -0.1 0.2 0.464
H 0.2299 1.1700 0.4626 -0.6 -0.2 0.1 0.345
H 1.4158 -0.5502 0.6440 -0.1 0.2 -0.3 0.227
H -1.0827 2.1196 -0.8600 -0.3 0.0 -0.3 0.199
H -1.1089 0.3737 3.0808 -0.1 0.0 0.1 0.471
H -0.2344 1.0493 -2.0080 0.3 0.1 0.2 0.215
H -1.8406 0.5833 -1.4515 0.5 0.5 0.2 0.189
```
Forces are in eV/Å.

Energy above the lowest of the compared OMol25 structures with the same formula, charge and spin, kcal/mol: 53.05
Multiplicity: 1
Charge: 0
HOMO-LUMO gap, eV: 10.09
SMILES: CNCC=O.O
HOMO, eV: -9.48
Max |F|, Eh/bohr: 0.0469